No. 1
Formula: C25H34N4O5Y
Source: the Open Molecules 2025 dataset
Level of theory: the ωB97M-V functional and the def2-TZVPD basis

Geometry as ORCA input:
```
! RIJCOSX wB97M-V def2-TZVPD def2/J DEFGRID3
* xyz 3 1
Y 0.1996 0.1232 0.9280
C 3.3831 -0.8917 0.9193
C 3.4401 0.4533 0.2269
O 2.3048 1.1958 0.7262
C 2.3555 2.6311 0.5592
C 1.2883 3.1738 1.4795
O 0.0356 2.4670 1.2802
C -0.9685 3.1731 0.5090
C -0.8113 2.8060 -0.9362
O -0.8109 1.3506 -0.9670
C -1.4541 0.7917 -2.1274
C 0.8306 -0.0679 -2.4386
O 0.6631 -0.9174 -1.2771
C 1.5526 -2.0629 -1.3357
C 1.7457 -2.5307 0.0806
O 2.0183 -1.3802 0.9136
H 3.6782 -0.8072 1.9644
H 4.0407 -1.6130 0.4349
H 3.3718 0.3843 -0.8612
H 4.3641 0.9715 0.4885
H 2.1978 2.8744 -0.4937
H 3.3339 3.0076 0.8630
H 1.1484 4.2438 1.3324
H 1.5694 2.9981 2.5179
H -0.8941 4.2444 0.6906
H -1.9310 2.8285 0.8883
H 0.1168 3.1723 -1.3782
H -1.6451 3.1945 -1.5196
H -2.0186 1.5538 -2.6535
H -2.0827 -0.0306 -1.8195
H 1.3076 0.8707 -2.1494
H 1.4220 -0.5790 -3.1931
H 2.4986 -1.7562 -1.7845
H 1.1202 -2.8478 -1.9591
H 2.5571 -3.2537 0.1626
H 0.8430 -2.9896 0.4902
C -3.9097 -1.9797 0.9792
C -4.0938 -2.2951 2.3148
C -3.1277 -1.9273 3.2418
C -2.0052 -1.2370 2.8172
N -1.8191 -0.9434 1.5078
C -2.7564 -1.3135 0.6160
C -0.9373 -0.8020 3.7660
C -1.0716 -0.9231 5.1412
C -0.0219 -0.5419 5.9637
C 1.1394 -0.0339 5.4012
C 1.1929 0.0971 4.0293
N 0.1827 -0.2764 3.2263
H -4.6365 -2.2514 0.2271
H -4.9778 -2.8288 2.6383
H -3.2632 -2.1903 4.2793
H -2.5653 -1.0879 -0.4235
H -1.9773 -1.3093 5.5822
H -0.1127 -0.6424 7.0371
H 1.9790 0.2657 6.0119
H 2.0722 0.5055 3.5432
N -1.7149 -1.8608 -2.8242
C -1.0523 -0.9979 -3.7513
C -0.9812 -1.1494 -5.1057
C -0.4599 -0.2234 -6.0062
C -0.0913 0.9962 -5.4605
C -0.1257 1.2839 -4.1276
N -0.4634 0.2379 -3.1066
H -2.5008 -2.3150 -3.2753
H -1.1144 -2.6078 -2.4849
H -1.3869 -2.0843 -5.4783
H -0.4476 -0.4120 -7.0655
H 0.2050 1.8217 -6.0974
H 0.0726 2.2442 -3.6784
*
```

Properties
maximum force = 1.2 eV/A
lowest unoccupied orbital energy = -9.18 eV
gap between HOMO and LUMO = 4.2 eV
molecular weight = 559.48 g mol⁻¹
DFT total energy = -1605.67695 Eh

=====

No. 2
Formula: C25H35LuN7O2
Source: the Open Molecules 2025 dataset
Level of theory: the ωB97M-V functional and the def2-TZVPD basis

Geometry as ORCA input:
```
! RIJCOSX wB97M-V def2-TZVPD def2/J DEFGRID3
* xyz 3 1
Lu -0.4738 -1.5618 -0.2902
C -1.8355 0.0585 -3.4905
C -1.4161 -1.2317 -2.8881
C -2.3270 -2.0759 -2.2355
C -1.9520 -3.3304 -1.8054
C -2.9588 -4.2565 -1.1518
C -0.5934 -3.6756 -1.8582
C 0.3882 -2.8660 -2.4783
C 1.8055 -3.2807 -2.6492
C -0.0490 -1.6019 -2.9554
H -1.0122 0.6763 -3.6742
H -2.6754 0.5286 -2.9115
H -2.2072 -0.0887 -4.4995
H -3.3383 -1.6871 -2.1306
H -3.7499 -4.4630 -1.8677
H -3.3973 -3.9123 -0.2353
H -2.4571 -5.2657 -1.0387
H -0.2460 -4.6053 -1.4148
H 2.0563 -3.1893 -3.7143
H 1.9363 -4.3259 -2.3510
H 2.5416 -2.6516 -2.1437
H 0.6995 -0.8966 -3.2882
N 0.5267 2.0464 1.9581
C 1.0372 2.2240 0.5746
C 0.7646 3.5786 -0.1689
C 0.8809 4.7928 0.7313
C 0.6270 6.1671 0.1323
N 1.7998 6.5697 -0.7173
C 2.7291 7.4982 -0.5202
N 2.6046 8.4696 0.4038
N 3.8096 7.5359 -1.2608
C 0.5118 0.9375 -0.0571
O 1.2586 -0.0843 -0.1437
O -0.7438 0.7417 -0.3328
H -0.3821 2.4727 2.1612
H 1.1969 2.4009 2.6278
H 2.1260 2.0778 0.6216
H -0.2264 3.5558 -0.6001
H 1.4637 3.6359 -1.0146
H 1.8719 4.7791 1.1663
H 0.1172 4.6840 1.5311
H 0.4908 6.8989 0.9708
H -0.2442 6.1578 -0.5165
H 1.8433 5.9712 -1.5300
H 1.7269 8.6062 0.9195
H 3.3875 8.9908 0.7236
H 4.1058 6.8400 -1.9153
H 4.4421 8.3402 -1.2127
N -1.1124 -4.2256 1.5615
C -2.0431 -3.2645 1.9387
C -3.0135 -3.5822 2.8968
C -4.0437 -2.7244 3.1004
C -4.0088 -1.4674 2.5120
C -2.9803 -1.1671 1.6765
N -1.9971 -2.0621 1.3357
C 0.2738 -4.0685 1.6270
C 1.0754 -5.0579 2.1751
C 2.4386 -4.8332 2.2647
C 2.9689 -3.6210 1.8084
C 2.1032 -2.6898 1.3047
N 0.7731 -2.9441 1.1365
H -1.3884 -5.1324 1.9477
H -3.0717 -4.5639 3.3585
H -4.8546 -3.0760 3.7883
H -4.7794 -0.7710 2.7270
H -3.0002 -0.1703 1.2711
H 0.6275 -5.9414 2.5976
H 3.1138 -5.6030 2.6421
H 3.9924 -3.4813 1.9300
H 2.4624 -1.7386 0.9399
*
```

Properties
maximum force = 2.5 eV/A
lowest unoccupied orbital energy = -7.71 eV
gap between HOMO and LUMO = 8.8 eV
molecular weight = 640.57 g mol⁻¹
DFT total energy = -2742.31851 Eh

=====

No. 3
Formula: C25H35N5O4
Source: the Open Molecules 2025 dataset
Level of theory: the ωB97M-V functional and the def2-TZVPD basis

Geometry as ORCA input:
```
! RIJCOSX wB97M-V def2-TZVPD def2/J DEFGRID3
* xyz 0 1
C 5.9848 -3.4815 -1.8813
C 4.6245 -3.0722 -2.3054
C 3.9980 -1.8605 -2.3221
C 2.7105 -2.1622 -2.8386
N 1.6527 -1.3175 -3.0951
C 1.5796 -0.0041 -2.7351
O 2.4538 0.5700 -2.1267
C 0.3217 0.6992 -3.2222
C -0.1210 1.7009 -2.1585
C -0.5074 0.9376 -0.9015
O -0.4115 -0.2838 -0.8706
N -0.9589 1.6519 0.1496
C -0.9606 3.1020 0.2047
C -2.2777 3.7327 -0.2670
C -3.4788 3.5438 0.6691
C -3.2942 4.2937 1.9862
C -4.7449 4.0373 -0.0311
C -1.2918 0.9546 1.3947
C 0.0230 0.6337 2.1496
O 0.3786 1.3186 3.0898
N 0.6969 -0.3990 1.6448
C 1.9743 -0.8556 2.1454
C 2.8513 -1.3023 0.9773
C 2.3276 -2.7025 0.6253
C 1.6265 -3.2316 1.8924
C 1.8119 -2.1453 2.9563
C -2.1904 -0.2377 1.1900
C -3.1243 -0.2875 0.1608
C -3.9470 -1.3942 0.0456
C -3.8145 -2.4141 0.9749
N -2.9521 -2.3668 1.9748
C -2.1691 -1.3102 2.0791
N 2.6032 -3.4434 -3.1069
O 3.7888 -4.0137 -2.7762
H 6.5492 -3.8524 -2.7356
H 5.9222 -4.2842 -1.1486
H 6.5043 -2.6328 -1.4480
H 4.3642 -0.9050 -2.0194
H 0.8453 -1.7752 -3.4929
H 0.5674 1.2258 -4.1472
H -0.4704 -0.0222 -3.4200
H -0.9486 2.3127 -2.5167
H 0.7280 2.3485 -1.9281
H -0.1465 3.4855 -0.4127
H -0.7459 3.3973 1.2332
H -2.5329 3.3190 -1.2455
H -2.1060 4.8034 -0.3984
H -3.6060 2.4778 0.8810
H -4.1716 4.1647 2.6157
H -2.4311 3.9345 2.5410
H -3.1613 5.3573 1.7992
H -4.6571 5.0942 -0.2739
H -4.9191 3.4869 -0.9534
H -5.6110 3.9048 0.6124
H -1.8277 1.6695 2.0283
H 0.3338 -0.8535 0.8146
H 2.4027 -0.0416 2.7358
H 3.8890 -1.3525 1.3076
H 2.7904 -0.6125 0.1371
H 1.6204 -2.6458 -0.2022
H 3.1407 -3.3576 0.3150
H 0.5652 -3.3894 1.7002
H 2.0471 -4.1814 2.2196
H 2.7222 -2.3183 3.5308
H 0.9743 -2.0895 3.6492
H -3.2021 0.5239 -0.5492
H -4.6749 -1.4619 -0.7484
H -4.4265 -3.3049 0.9251
H -1.4910 -1.3151 2.9223
*
```

Properties
maximum force = 1.3 eV/A
lowest unoccupied orbital energy = 0.49 eV
structure (SMILES) = Cc1cc(NC(=O)CCC(=O)N(CCC(C)C)[C@H](C(=O)NC2CCCC2)c2cccnc2)no1
gap between HOMO and LUMO = 9.6 eV
molecular weight = 469.59 g mol⁻¹
DFT total energy = -1548.42414 Eh

=====

No. 4
Formula: C25H35N5O4
Source: the Open Molecules 2025 dataset
Level of theory: the ωB97M-V functional and the def2-TZVPD basis

Geometry as ORCA input:
```
! RIJCOSX wB97M-V def2-TZVPD def2/J DEFGRID3
* xyz 0 1
C 4.3870 -0.1942 3.4417
C 4.9930 -0.5194 2.0783
C 4.6737 -1.9598 1.6850
C 4.5574 0.4886 1.0056
C 3.0591 0.5115 0.6977
N 2.6474 -0.5665 -0.1573
C 1.4855 -1.2246 0.0119
O 0.7380 -1.0511 0.9623
C 1.2367 -2.2104 -1.0534
N 2.1676 -2.4532 -2.0260
C 1.6890 -3.4190 -2.7529
N 0.4761 -3.8252 -2.3101
C 0.1546 -3.0523 -1.2307
C -1.0695 -3.3481 -0.4411
O -1.2488 -4.4868 -0.0351
N -1.9516 -2.3519 -0.2489
C -1.9066 -1.0303 -0.8299
C -2.0287 0.0234 0.2843
N -3.2074 -0.1856 1.0917
C -4.4330 0.3496 0.7159
C -5.5356 0.2394 1.5734
C -6.7506 0.8091 1.2560
C -6.9135 1.5196 0.0781
C -5.8310 1.6546 -0.7710
C -4.6118 1.0797 -0.4642
C -3.1472 -1.5002 1.6952
C -3.1024 -2.5762 0.6014
C 2.6616 1.8743 0.1077
O 3.0941 2.9190 0.5213
O 1.7877 1.7156 -0.8728
C 1.1932 2.8503 -1.5556
C 2.2755 3.6656 -2.2609
C 0.4136 3.7073 -0.5604
C 0.2499 2.2103 -2.5746
H 4.8437 -0.8131 4.2105
H 4.5518 0.8499 3.6975
H 3.3175 -0.3897 3.4501
H 6.0824 -0.4226 2.1620
H 5.0651 -2.1893 0.6966
H 5.1221 -2.6482 2.3981
H 3.6009 -2.1312 1.6807
H 4.8341 1.4928 1.3339
H 5.0959 0.2801 0.0773
H 2.4760 0.4148 1.6230
H 3.1687 -0.7657 -0.9987
H 2.1802 -3.8455 -3.6044
H -0.0876 -4.5861 -2.6552
H -2.7519 -0.9334 -1.5260
H -0.9741 -0.8942 -1.3765
H -1.1558 -0.0785 0.9356
H -2.0322 1.0291 -0.1346
H -5.4376 -0.2802 2.5139
H -7.5790 0.7033 1.9417
H -7.8655 1.9636 -0.1691
H -5.9336 2.2080 -1.6938
H -3.8018 1.2053 -1.1658
H -4.0043 -1.6772 2.3406
H -2.2331 -1.5580 2.2930
H -3.0115 -3.5748 1.0307
H -4.0177 -2.5198 -0.0020
H 2.9529 4.1034 -1.5330
H 1.8144 4.4630 -2.8367
H 2.8455 3.0287 -2.9341
H -0.2942 3.0904 -0.0103
H -0.1307 4.4828 -1.0920
H 1.0919 4.1751 0.1478
H -0.2490 2.9802 -3.1556
H 0.8099 1.5644 -3.2460
H -0.4965 1.6094 -2.0619
*
```

Properties
maximum force = 1.0 eV/A
lowest unoccupied orbital energy = 0.55 eV
structure (SMILES) = CC(C)C[C@H](NC(=O)c1nc[nH]c1C(=O)N1CCN(c2ccccc2)CC1)C(=O)OC(C)(C)C
gap between HOMO and LUMO = 8.1 eV
molecular weight = 469.59 g mol⁻¹
DFT total energy = -1548.46632 Eh